[1]
{
  "formula": "C20H45N3O6PS",
  "method": "wB97M-V/def2-TZVPD",
  "lumo_energy_ha": -0.091,
  "max_force_ev_per_a": 0.43,
  "orbital_gap_ha": 0.3445,
  "total_charge": 1,
  "elements": ["S", "P", "O", "O", "O", "O", "O", "O", "N", "N", "N", "C", "C", "C", "C", "C", "C", "C", "C", "C", "C", "C", "C", "C", "C", "C", "C", "C", "C", "C", "C", "H", "H", "H", "H", "H", "H", "H", "H", "H", "H", "H", "H", "H", "H", "H", "H", "H", "H", "H", "H", "H", "H", "H", "H", "H", "H", "H", "H", "H", "H", "H", "H", "H", "H", "H", "H", "H", "H", "H", "H", "H", "H", "H", "H", "H"],
  "coordinates": [[2.106, -1.477, 5.471], [-1.481, 1.066, 1.215], [5.565, 4.411, -0.973], [3.721, 3.998, -2.216], [5.058, 5.577, -2.841], [-2.372, 2.099, 0.658], [2.253, -2.192, 0.405], [-7.250, -2.176, -0.437], [0.365, -0.883, 0.661], [0.560, -0.133, -2.090], [-1.124, 2.899, -2.125], [-1.285, 1.468, -2.001], [3.648, -3.950, 1.221], [-0.022, -1.664, 1.897], [-6.361, -1.439, 0.368], [-0.809, -0.151, -0.030], [2.709, 3.538, -0.042], [-3.335, -0.910, -0.301], [6.251, 6.359, -2.661], [0.531, -1.067, 3.193], [4.851, 4.660, -1.909], [-1.840, -1.182, -0.558], [1.783, -1.771, 3.701], [3.359, 2.976, -1.287], [-6.862, -2.283, -1.790], [-5.164, -2.265, 0.855], [1.169, -1.718, -0.310], [2.465, -3.618, 0.353], [-3.895, -1.433, 1.037], [1.648, -0.860, -1.459], [-0.206, 0.705, -1.167], [-6.455, -1.334, -2.161], [-3.152, -2.072, 1.527], [4.236, 2.374, -1.042], [0.970, 0.495, -2.776], [-1.608, -2.174, -0.158], [6.322, 6.981, -3.546], [2.470, -0.224, -1.094], [-7.747, -2.533, -2.372], [3.753, -5.034, 1.281], [1.679, -2.850, 3.572], [-3.874, -1.408, -1.111], [6.164, 6.974, -1.768], [-6.113, -3.073, -1.939], [0.349, -2.675, 1.762], [2.360, 2.722, 0.598], [2.653, -3.906, -0.686], [0.521, -2.528, -0.657], [-3.553, 0.153, -0.417], [-1.106, -1.718, 1.916], [7.120, 5.711, -2.576], [-2.277, 1.299, -1.596], [-2.014, 0.287, 2.253], [1.023, -0.156, 0.966], [-6.949, -1.089, 1.219], [0.442, 1.473, -0.696], [1.218, -0.488, 5.628], [-0.254, -1.125, 3.950], [-4.115, -0.601, 1.714], [3.406, 4.144, 0.533], [3.505, -3.572, 2.235], [-0.299, 1.588, 1.787], [-5.416, -2.754, 1.798], [-0.200, 3.171, -2.442], [-1.313, 3.360, -1.242], [1.560, -4.135, 0.691], [2.657, 2.349, -1.841], [-1.258, 1.021, -2.998], [2.663, -1.444, 3.146], [0.757, -0.005, 3.053], [-1.669, -1.247, -1.634], [1.853, 4.162, -0.306], [2.070, -1.557, -2.187], [-4.968, -3.068, 0.137], [4.566, -3.528, 0.817], [-6.012, -0.548, -0.177]]
}

---

[2]
{
  "formula": "C19H44ClN19O15P2",
  "method": "wB97M-V/def2-TZVPD",
  "lumo_energy_ha": -0.071,
  "max_force_ev_per_a": 5.38,
  "orbital_gap_ha": 0.2006,
  "elements": ["Cl", "P", "P", "O", "O", "O", "O", "O", "O", "O", "O", "O", "O", "O", "O", "O", "O", "O", "N", "N", "N", "N", "N", "N", "N", "N", "N", "N", "N", "N", "N", "N", "N", "N", "N", "N", "N", "C", "C", "C", "C", "C", "C", "C", "C", "C", "C", "C", "C", "C", "C", "C", "C", "C", "C", "C", "H", "H", "H", "H", "H", "H", "H", "H", "H", "H", "H", "H", "H", "H", "H", "H", "H", "H", "H", "H", "H", "H", "H", "H", "H", "H", "H", "H", "H", "H", "H", "H", "H", "H", "H", "H", "H", "H", "H", "H", "H", "H", "H", "H"],
  "coordinates": [[-2.373, -0.242, 1.578], [-0.686, -2.982, 0.859], [-2.171, -3.569, -0.676], [5.830, 2.955, 5.360], [-3.026, -4.762, -0.249], [-6.268, -5.631, -2.996], [-1.329, -3.825, -2.155], [5.507, 1.563, 0.210], [2.019, -2.366, -1.111], [1.085, 3.816, -1.329], [-3.099, -2.133, -0.940], [-6.561, -8.143, 3.615], [-1.825, -0.545, 6.565], [3.618, -0.039, -2.860], [-3.811, -5.221, 3.901], [-2.661, 0.074, -3.525], [4.065, 7.147, -3.081], [0.238, 3.566, -6.358], [1.960, 2.134, -6.037], [-6.150, -9.580, 1.915], [4.715, 8.804, -1.685], [-4.053, -3.328, 2.691], [4.728, 2.435, 7.266], [-3.207, 2.079, -4.427], [-4.540, -3.338, 4.922], [-1.404, -1.983, 4.871], [-4.602, -8.002, 2.492], [0.140, -0.403, 5.451], [-1.325, 1.864, -3.156], [6.545, 2.118, 2.143], [-4.915, -3.863, -2.593], [5.629, 0.785, 5.970], [2.135, 3.820, -7.566], [-6.784, -3.614, -3.883], [4.411, 2.816, 1.744], [2.497, 8.332, -1.962], [2.611, 2.137, -2.322], [5.490, 2.128, 1.295], [-0.469, 1.353, 0.050], [-6.005, -4.448, -3.147], [2.777, 0.675, -2.253], [-0.885, -0.070, 0.554], [5.422, 2.113, 6.148], [-5.819, -8.547, 2.733], [3.735, 4.333, -2.886], [3.841, 2.953, -2.385], [1.495, 2.653, -1.545], [-0.024, -1.332, 0.158], [-2.414, 1.265, -3.693], [1.623, 0.165, -1.287], [-1.080, -0.951, 5.687], [0.785, 1.402, -0.859], [1.245, -1.238, -0.763], [1.371, 3.197, -6.635], [3.778, 8.036, -2.294], [-4.114, -4.040, 3.841], [-4.795, -2.367, 4.895], [1.424, 1.645, -5.339], [6.142, 0.506, 5.149], [-7.604, -4.011, -4.311], [-4.311, -4.451, -2.037], [1.772, 7.783, -2.394], [0.350, -3.972, 0.898], [3.588, 5.143, -2.081], [-1.101, 2.837, -3.278], [4.378, 3.287, 2.631], [-1.507, -3.059, -2.763], [4.500, 9.539, -1.036], [6.547, 2.577, 3.038], [4.554, 3.412, 7.433], [3.604, 2.849, 1.142], [0.767, -0.721, 4.735], [-4.318, -7.231, 3.080], [-6.586, -2.639, -4.019], [4.385, 1.759, 7.925], [4.848, 2.553, -2.020], [1.731, 4.615, -8.033], [-4.027, 1.669, -4.842], [-2.303, -2.418, 5.015], [-0.712, 1.287, -2.603], [1.510, -3.162, -0.806], [-3.740, -3.816, 1.864], [-5.556, -9.927, 1.184], [0.417, 0.367, 6.037], [3.066, 3.534, -7.808], [-7.048, -10.011, 2.062], [-4.298, -2.357, 2.621], [-3.980, -8.321, 1.772], [5.303, 0.079, 6.604], [-2.489, -1.489, -1.399], [2.888, 1.815, -6.249], [2.239, 9.058, -1.318], [5.678, 8.614, -1.906], [-1.031, 2.310, 0.292], [-0.806, -2.331, 4.144], [-4.599, -3.834, 5.797], [-3.021, 3.055, -4.576], [3.762, 4.574, -4.008], [7.367, 1.617, 1.848], [-4.683, -2.893, -2.705]]
}

---

[3]
{
  "formula": "C31H32N7O5PdS2Te",
  "method": "wB97M-V/def2-TZVPD",
  "de_lowest_kj_mol": 0.00,
  "spin_multiplicity": 5,
  "lumo_energy_ha": [-0.084, -0.216],
  "max_force_ev_per_a": 0.54,
  "s2": 6.042,
  "orbital_gap_ha": [0.2828, 0.1666],
  "total_charge": 1,
  "elements": ["Te", "Pd", "S", "S", "O", "O", "O", "O", "O", "N", "N", "N", "N", "N", "N", "N", "C", "C", "C", "C", "C", "C", "C", "C", "C", "C", "C", "C", "C", "C", "C", "C", "C", "C", "C", "C", "C", "C", "C", "C", "C", "C", "C", "C", "C", "C", "C", "H", "H", "H", "H", "H", "H", "H", "H", "H", "H", "H", "H", "H", "H", "H", "H", "H", "H", "H", "H", "H", "H", "H", "H", "H", "H", "H", "H", "H", "H", "H", "H"],
  "coordinates": [[3.394, 2.659, -0.517], [0.994, 1.343, -0.478], [1.622, -0.546, -3.403], [-1.736, 0.122, 0.937], [0.142, 2.787, 1.062], [-0.663, 0.060, 1.901], [0.955, 0.564, -4.014], [2.838, -1.058, -3.958], [-2.940, 0.835, 1.278], [2.425, -2.411, -1.200], [2.156, -0.597, 0.326], [1.712, -0.236, -1.840], [-0.535, 2.428, -1.625], [-1.126, 0.579, -0.493], [-2.166, -5.001, -3.125], [-0.368, 4.372, 2.566], [4.621, 2.487, 4.187], [-0.454, 4.799, 3.951], [-0.038, -4.192, -3.858], [-3.293, -5.673, 0.025], [3.886, 2.571, 1.508], [-2.883, 2.181, -1.315], [-0.849, 5.257, 1.514], [-1.318, -3.987, -3.255], [-1.572, -3.876, 0.428], [-2.900, -4.228, 0.185], [0.094, 3.175, 2.231], [2.138, -1.140, -0.915], [5.411, 3.172, 3.275], [0.458, -1.893, -3.431], [-1.570, 1.742, -1.123], [-3.861, -3.220, 0.150], [2.886, -2.700, 1.127], [5.049, 3.214, 1.937], [2.525, -1.379, 1.329], [-0.731, 3.534, -2.341], [-2.190, -1.569, 0.626], [2.808, -3.166, -0.176], [3.464, 1.843, 3.763], [-0.815, -1.666, -2.872], [0.839, -3.155, -3.928], [3.094, 1.883, 2.428], [-1.995, 4.027, -2.579], [-3.079, 3.334, -2.047], [-1.215, -2.557, 0.657], [-3.512, -1.893, 0.368], [-1.694, -2.697, -2.773], [-1.932, -5.926, -3.449], [-4.900, -3.478, -0.019], [-1.492, 4.981, 4.231], [0.156, 4.021, -2.726], [-0.189, -2.288, 0.879], [-4.214, -5.781, -0.550], [-3.043, -4.874, -2.643], [-3.705, 1.633, -0.884], [2.191, 1.384, 2.099], [-0.050, 4.021, 4.596], [-1.544, 4.723, 0.866], [2.849, 1.307, 4.475], [-3.476, -6.130, 0.999], [3.053, -4.197, -0.411], [-0.813, -4.649, 0.468], [0.121, 5.713, 4.105], [-4.264, -1.114, 0.375], [5.670, 3.744, 1.227], [2.522, -0.937, 2.318], [6.312, 3.672, 3.603], [1.833, -3.271, -4.337], [0.223, -5.177, -4.226], [0.396, 2.543, 3.073], [-2.664, -2.566, -2.308], [3.196, -3.335, 1.943], [4.907, 2.452, 5.230], [-2.502, -6.255, -0.453], [-0.020, 5.619, 0.904], [-2.134, 4.922, -3.168], [-4.085, 3.697, -2.213], [-1.058, -0.690, -2.470], [-1.353, 6.103, 1.973]]
}

---

| no. | total energy (eV) |
| --- | --- |
| 1 | -58342.1950 |
| 2 | -110544.2712 |
| 3 | -85770.4442 |